Record 1
Below is a structure of composition C26H24ErN9S2, with properties calculated with ωB97M-V/def2-TZVPD.

Computed properties:
Molar mass (g/mol): 693.94
Expectation value of S²: 3.75
Net charge: +2
LUMO energy (alpha / beta) (eV): -5.35 / -5.28
F_max (eV/A): 0.577
Spin multiplicity: 4

Last column: Löwdin spin population.
Cartesian coordinates (Å):
Er 0.11 -1.05 -0.45  3.0210
C -0.84 5.56 -2.94  0.0001
C -0.62 4.36 -2.06  0.0005
C -1.29 4.21 -0.84  -0.0001
C -1.11 3.09 -0.05  0.0004
C -0.24 2.06 -0.41  0.0000
N -0.09 0.91 0.41  -0.0070
C -0.08 1.11 1.82  -0.0003
C 0.57 2.20 2.39  -0.0003
C 0.60 2.41 3.75  0.0000
C 0.01 1.51 4.64  -0.0003
C 0.07 1.70 6.13  0.0000
C -0.61 0.40 4.09  0.0001
C -0.68 0.21 2.71  -0.0002
N -1.40 -0.96 2.27  -0.0002
C -2.55 -1.42 2.78  -0.0003
C -2.76 -2.70 2.29  -0.0002
C -1.66 -2.95 1.48  0.0003
N -0.83 -1.90 1.46  -0.0032
C 0.43 2.21 -1.63  0.0005
C 0.22 3.33 -2.44  -0.0001
N 1.36 1.23 -2.13  0.0003
C 2.54 1.49 -2.72  -0.0001
C 2.99 0.32 -3.31  -0.0002
C 2.00 -0.62 -3.04  0.0001
N 1.01 -0.07 -2.32  -0.0034
H -1.14 6.42 -2.36  0.0000
H -1.63 5.36 -3.67  0.0000
H 0.06 5.81 -3.49  0.0000
H -1.96 4.99 -0.51  0.0000
H -1.65 3.01 0.88  0.0000
H 1.05 2.92 1.73  0.0000
H 1.11 3.28 4.14  0.0000
H 0.18 2.76 6.38  0.0000
H 0.93 1.18 6.55  0.0000
H -0.82 1.32 6.62  0.0000
H -1.06 -0.34 4.74  0.0000
H -3.14 -0.82 3.45  0.0000
H -3.59 -3.35 2.51  0.0000
H -1.43 -3.84 0.91  0.0001
H 0.74 3.38 -3.39  0.0000
H 2.97 2.47 -2.68  0.0000
H 3.90 0.19 -3.87  0.0000
H 1.96 -1.65 -3.33  0.0000
N 3.63 -2.30 0.49  0.0002
C 2.85 -3.11 -0.24  0.0002
N 1.63 -2.82 -0.64  -0.0039
C 1.08 -3.87 -1.39  0.0001
C 1.90 -4.92 -1.55  -0.0001
S 3.40 -4.66 -0.76  -0.0001
C -0.29 -3.76 -1.94  0.0001
C -0.92 -4.73 -2.64  -0.0001
S -2.49 -4.22 -3.13  -0.0001
C -2.22 -2.70 -2.37  -0.0001
N -1.05 -2.59 -1.78  -0.0037
N -3.16 -1.74 -2.38  0.0000
H 3.27 -1.45 0.88  0.0001
H 4.54 -2.60 0.80  0.0000
H 1.71 -5.84 -2.08  0.0000
H -0.56 -5.71 -2.90  0.0000
H -4.02 -1.86 -2.89  0.0000
H -2.96 -0.81 -2.04  0.0001


Record 2
Below is a structure of composition C26H24F5IrNOP2 in a non-equilibrium geometry, with properties calculated with ωB97M-V/def2-TZVPD.

Computed properties:
Molar mass (g/mol): 715.64
Expectation value of S²: 6.07
Net charge: +1
LUMO energy (alpha / beta) (eV): -3.53 / -7.53
F_max (eV/A): 4.648
Spin multiplicity: 5

Last column: Löwdin spin population.
Cartesian coordinates (Å):
C -1.80 -3.19 2.46  0.1023
C -0.80 -2.50 1.76  0.0058
C -0.69 -2.63 0.35  0.0887
C -1.67 -3.41 -0.37  0.0331
C -2.67 -4.08 0.38  0.0883
C -2.72 -4.00 1.76  -0.0005
C -1.61 -3.32 -1.78  0.2534
C -0.41 -2.98 -2.40  0.0309
C 0.56 -2.27 -1.61  0.0752
C 1.75 -1.77 -2.20  0.0100
C 1.98 -1.99 -3.58  0.0990
C 1.06 -2.73 -4.33  0.0082
C -0.11 -3.20 -3.77  0.0901
H -1.87 -3.07 3.55  0.0059
H -3.38 -4.68 -0.19  0.0033
H -3.48 -4.51 2.33  -0.0020
H -2.47 -3.71 -2.37  0.0122
H 2.86 -1.55 -4.03  0.0058
H 1.27 -2.90 -5.37  -0.0017
H -0.85 -3.77 -4.34  0.0033
N 0.22 -1.84 -0.33  0.1134
Ir -0.37 0.41 -0.37  0.9108
C 0.15 -1.49 2.40  0.0007
H 1.17 -1.62 2.03  -0.0013
H 0.10 -1.56 3.49  0.0011
C 2.64 -0.93 -1.33  0.0019
H 2.76 -1.38 -0.33  -0.0004
H 3.62 -0.76 -1.79  0.0008
P -0.38 0.23 1.91  0.1276
P 1.80 0.71 -1.03  0.0969
C 1.95 1.49 -2.67  0.0198
H 1.56 2.51 -2.62  0.0004
H 3.01 1.52 -2.98  0.0040
H 1.37 0.91 -3.40  0.0007
C 2.96 1.48 0.16  0.0271
H 3.95 1.62 -0.33  0.0052
H 2.59 2.46 0.48  0.0008
H 3.09 0.82 1.03  0.0000
C -2.01 0.30 2.68  0.0490
H -1.94 -0.15 3.68  0.0080
H -2.35 1.34 2.74  0.0006
H -2.72 -0.26 2.06  0.0049
C 0.67 1.27 2.94  0.0119
H 0.40 2.32 2.83  0.0016
H 0.51 0.97 3.99  0.0021
H 1.73 1.15 2.69  0.0001
C -1.13 1.37 -1.79  0.1409
O -1.51 2.06 -2.65  0.0592
H -1.62 -0.83 -0.92  0.1128
F 1.25 3.78 -0.98  0.0150
C 0.36 3.80 0.07  0.0688
C -0.57 2.79 0.28  0.3373
C -1.67 3.26 1.01  0.3340
F -2.88 2.63 0.95  0.1246
C -1.66 4.45 1.76  0.0795
F -2.69 4.73 2.59  0.0220
C -0.61 5.35 1.67  0.0791
F -0.57 6.50 2.38  0.0194
C 0.42 5.00 0.80  0.2236
F 1.47 5.84 0.65  0.0849


Record 3
Below is a structure of composition C26H24F9NO3PPtS in a non-equilibrium geometry, with properties calculated with ωB97M-V/def2-TZVPD.

Computed properties:
Molar mass (g/mol): 827.58
Expectation value of S²: 2.01
Net charge: +1
LUMO energy (alpha / beta) (eV): -3.26 / -5.70
F_max (eV/A): 2.974
Spin multiplicity: 3

Last column: Löwdin spin population.
Cartesian coordinates (Å):
Pt -0.20 1.28 -0.53  1.3629
N -0.84 3.03 0.94  0.1409
C 0.29 3.70 1.60  0.0122
C 1.27 4.29 0.60  0.0005
C 2.11 3.15 -0.08  0.0090
O 3.25 3.00 0.31  0.0299
O 1.51 2.51 -0.99  0.0869
H -1.34 3.71 0.38  0.0013
H -1.49 2.67 1.64  0.0020
H 0.81 2.98 2.24  0.0006
H -0.07 4.52 2.23  0.0075
H 1.97 4.96 1.10  0.0000
H 0.74 4.83 -0.19  -0.0002
F -1.65 -6.47 3.37  0.0000
C -0.78 -6.73 2.38  0.0000
F 0.35 -7.15 2.96  0.0000
F -1.28 -7.75 1.69  0.0000
C -0.57 -5.50 1.53  -0.0002
C 0.51 -4.66 1.77  0.0004
C 0.67 -3.51 1.02  0.0008
C -0.27 -3.19 0.04  0.0054
C -1.33 -4.06 -0.21  0.0007
C -1.49 -5.21 0.53  0.0003
P -0.24 -1.68 -1.00  0.0101
C 1.26 -0.82 -0.32  0.0259
C 1.28 -0.18 0.94  0.0106
C 2.47 0.34 1.43  0.0401
C 3.63 0.26 0.67  0.0108
C 3.62 -0.35 -0.58  0.0365
C 2.44 -0.88 -1.07  0.0170
C 4.94 0.71 1.27  -0.0002
F 5.58 -0.34 1.82  0.0000
F 5.78 1.23 0.37  0.0000
F 4.78 1.60 2.25  0.0000
C -1.51 -0.68 -0.06  0.0202
C -2.22 0.30 -0.80  0.0033
C -3.24 1.03 -0.17  0.0149
C -3.56 0.79 1.15  0.0049
C -2.90 -0.21 1.87  0.0119
C -1.88 -0.93 1.27  0.0017
C -4.65 1.63 1.77  0.0001
F -4.35 2.94 1.62  -0.0001
F -4.80 1.43 3.08  0.0002
F -5.83 1.43 1.18  -0.0001
H 1.22 -4.91 2.54  0.0000
H 1.52 -2.87 1.20  0.0005
H -2.04 -3.82 -1.00  0.0000
H -2.32 -5.88 0.35  0.0001
H 0.44 -0.26 1.62  0.0041
H 2.50 0.81 2.41  0.0016
H 4.53 -0.40 -1.15  0.0015
H 2.43 -1.37 -2.03  0.0002
H -2.15 0.31 -1.88  0.0006
H -3.82 1.76 -0.73  0.0010
H -3.20 -0.44 2.89  0.0005
H -1.40 -1.72 1.83  -0.0001
C -1.38 2.25 -5.04  0.0035
S -0.11 2.55 -3.76  0.0092
C 1.35 2.07 -4.76  0.0044
O -0.37 1.39 -2.83  0.1032
H -1.33 1.21 -5.35  0.0000
H -1.22 2.90 -5.89  0.0006
H -2.35 2.45 -4.60  0.0000
H 1.40 2.73 -5.62  0.0005
H 1.26 1.03 -5.09  0.0000
H 2.24 2.19 -4.15  0.0001


Record 4
Below is a structure of composition C26H24LiN4SSi, with properties calculated with ωB97M-V/def2-TZVPD.

Computed properties:
Molar mass (g/mol): 459.60
Net charge: -1
LUMO energy (eV): 2.53
F_max (eV/A): 0.700

Last column: Mulliken charge in e.
Cartesian coordinates (Å):
Li -2.20 -0.70 -0.23  0.6787
C -2.69 2.59 2.27  -1.8011
C -2.69 1.22 1.66  0.2336
N -2.86 1.00 0.39  0.4999
N -3.04 2.03 -0.43  -0.9956
C -3.25 1.67 -1.69  0.4153
N -3.35 2.73 -2.56  -0.4939
S -3.41 0.11 -2.35  -0.5311
C -2.47 0.03 2.47  0.7334
C -2.24 0.12 3.85  -0.4010
C -2.01 -1.03 4.58  -0.5131
C -2.02 -2.26 3.93  -0.5905
C -2.23 -2.26 2.56  -0.2429
N -2.45 -1.17 1.84  -0.3426
H -2.91 3.31 1.48  0.4284
H -1.71 2.82 2.70  0.3113
H -3.44 2.68 3.06  0.5051
H -2.90 3.58 -2.24  0.2439
H -3.20 2.49 -3.52  0.2351
H -2.22 1.09 4.32  0.3462
H -1.83 -0.97 5.64  0.4047
H -1.85 -3.18 4.46  0.3916
H -2.21 -3.19 2.01  0.3894
C 1.43 -3.99 -3.61  -0.3707
C 0.70 -2.89 -4.04  -0.6135
C 0.45 -1.84 -3.17  -0.2333
C 0.93 -1.84 -1.85  0.4283
C 1.66 -2.95 -1.45  -0.4555
C 1.91 -4.02 -2.31  -0.6020
Si 0.33 -0.50 -0.62  -0.6543
C 0.89 1.15 -1.45  0.3165
C 0.37 2.36 -0.99  -0.2431
C 0.72 3.57 -1.56  -0.6250
C 1.61 3.61 -2.62  -0.3564
C 2.16 2.42 -3.10  -0.6976
C 1.80 1.21 -2.51  0.0220
C 1.69 -0.57 0.76  -0.4758
C 3.06 -0.54 0.48  0.3416
C 4.01 -0.57 1.49  -0.7491
C 3.61 -0.62 2.82  -0.4200
C 2.26 -0.64 3.13  -0.4602
C 1.32 -0.62 2.10  -0.0012
H 1.62 -4.82 -4.28  0.3521
H 0.32 -2.86 -5.05  0.3646
H -0.14 -0.99 -3.51  0.3702
H 2.05 -2.99 -0.43  0.3042
H 2.49 -4.87 -1.96  0.3680
H -0.34 2.34 -0.17  0.1158
H 0.28 4.49 -1.19  0.4073
H 1.88 4.55 -3.09  0.3494
H 2.87 2.44 -3.92  0.3730
H 2.23 0.29 -2.90  0.3510
H 3.38 -0.50 -0.56  0.3733
H 5.06 -0.54 1.24  0.3682
H 4.35 -0.64 3.61  0.3505
H 1.94 -0.69 4.16  0.4113
H 0.26 -0.65 2.35  0.0855


Record 5
Below is the molecule C26H24N2O in a non-equilibrium geometry, with properties calculated with ωB97M-V/def2-TZVPD.

Computed properties:
Molar mass (g/mol): 380.49
SMILES string: N#C[C@@](C(=O)c1ccccc1)(c1ccccc1)[C@@H](c1ccccc1)N1CCCC1
LUMO energy (eV): -0.36
F_max (eV/A): 7.717

Last column: Mulliken charge in e.
Cartesian coordinates (Å):
N 1.45 1.87 -2.03  -0.8839
C 0.83 1.16 -1.28  -0.5325
C -0.09 0.27 -0.56  3.5336
C -1.51 0.85 -1.04  -0.4409
O -1.57 2.00 -1.59  -0.6127
C -2.80 0.03 -1.02  -0.2336
C -2.93 -1.23 -0.39  0.3238
C -4.05 -2.05 -0.55  -0.9247
C -5.10 -1.67 -1.38  -0.3557
C -4.99 -0.46 -2.07  -0.6093
C -3.87 0.36 -1.90  -0.7145
C 0.05 -1.04 -1.32  -0.0590
C -0.87 -1.42 -2.33  -0.6681
C -0.81 -2.72 -2.84  -0.6541
C 0.16 -3.63 -2.41  -0.8196
C 1.18 -3.17 -1.58  -0.7976
C 1.17 -1.85 -1.12  -0.1594
C 0.52 0.39 0.87  0.3989
C 2.01 -0.08 0.85  -0.5726
C 2.37 -0.95 1.90  -0.0892
C 3.69 -1.40 2.08  -0.9617
C 4.73 -0.95 1.25  -0.4252
C 4.44 -0.05 0.23  -0.8632
C 3.11 0.39 0.04  0.2774
N 0.49 1.72 1.34  0.3675
C 1.61 2.34 2.07  -0.3062
C 0.99 3.53 2.81  -0.6701
C -0.49 3.53 2.50  -0.6797
C -0.76 2.32 1.58  -0.2228
H -2.16 -1.56 0.31  0.2574
H -4.11 -3.00 -0.01  0.4058
H -5.98 -2.30 -1.51  0.4033
H -5.82 -0.14 -2.71  0.3653
H -3.88 1.33 -2.41  0.4045
H -1.59 -0.69 -2.79  0.6123
H -1.59 -3.00 -3.55  0.4162
H 0.08 -4.67 -2.72  0.3789
H 1.99 -3.82 -1.28  0.4499
H 2.14 -1.45 -0.71  0.3935
H -0.25 -0.35 1.25  0.4073
H 1.60 -1.19 2.63  0.3989
H 3.87 -2.07 2.91  0.4234
H 5.75 -1.31 1.42  0.3726
H 5.25 0.34 -0.41  0.3851
H 3.02 1.17 -0.72  0.2825
H 2.33 2.73 1.31  0.1786
H 2.19 1.60 2.70  0.2594
H 1.44 4.38 2.33  0.2763
H 1.29 3.59 3.86  0.3680
H -1.15 3.56 3.37  0.3696
H -0.66 4.45 1.93  0.2955
H -1.50 1.63 2.03  0.2167
H -1.22 2.71 0.64  0.0339


Record 6
Below is the molecule C26H24N4O3 in a non-equilibrium geometry, with properties calculated with ωB97M-V/def2-TZVPD.

Computed properties:
Molar mass (g/mol): 440.50
SMILES string: COc1ccc(-c2cc(C(=O)N/N=C(\C)c3cccnc3)c3cc(C)ccc3n2)cc1OC
LUMO energy (eV): -0.01
F_max (eV/A): 1.219

Last column: Mulliken charge in e.
Cartesian coordinates (Å):
C -5.59 -0.83 -1.50  -0.9128
O -4.79 -1.69 -0.73  -0.4265
C -3.43 -1.58 -0.82  1.0817
C -2.80 -0.73 -1.72  -0.3803
C -1.42 -0.62 -1.78  -1.1263
C -0.63 -1.37 -0.92  0.2079
C 0.83 -1.19 -0.82  0.5584
C 1.39 0.07 -1.11  -0.3394
C 2.69 0.34 -0.77  0.5637
C 3.22 1.72 -0.86  -0.1168
O 4.32 2.05 -1.25  -0.6648
N 2.36 2.70 -0.41  -0.4335
N 1.13 2.43 0.03  0.0887
C 0.24 3.30 0.31  0.8265
C 0.43 4.79 0.28  -1.8865
C -1.07 2.74 0.65  0.9034
C -2.25 3.45 0.47  -0.5653
C -3.46 2.83 0.74  -0.6817
C -3.45 1.52 1.19  -0.4081
N -2.33 0.83 1.37  -0.3728
C -1.18 1.42 1.11  -0.6661
C 3.50 -0.72 -0.27  0.6428
C 4.86 -0.60 0.07  -0.6802
C 5.58 -1.67 0.53  0.7727
C 7.03 -1.55 0.87  -1.6236
C 4.93 -2.92 0.68  -0.6723
C 3.61 -3.07 0.38  -0.6182
C 2.85 -1.98 -0.09  -0.1950
N 1.54 -2.17 -0.33  -0.6419
C -1.25 -2.25 -0.04  -0.8408
C -2.63 -2.36 0.04  0.6060
O -3.08 -3.27 0.95  -0.5047
C -4.36 -3.12 1.53  -0.6739
H -5.38 0.22 -1.29  0.3181
H -5.48 -1.02 -2.58  0.3393
H -6.62 -1.05 -1.21  0.2725
H -3.39 -0.14 -2.41  0.3890
H -0.98 0.04 -2.51  0.5098
H 0.77 0.83 -1.55  0.3638
H 2.71 3.66 -0.48  0.2519
H 1.45 5.06 0.54  0.4980
H 0.22 5.18 -0.72  0.3391
H -0.24 5.28 0.98  0.4660
H -2.24 4.47 0.10  0.4087
H -4.39 3.36 0.61  0.4168
H -4.36 0.99 1.41  0.4691
H -0.29 0.83 1.28  0.5080
H 5.34 0.35 -0.07  0.4368
H 7.19 -1.80 1.92  0.3428
H 7.62 -2.25 0.27  0.3550
H 7.39 -0.55 0.68  0.3406
H 5.51 -3.76 1.05  0.4086
H 3.11 -4.02 0.50  0.4795
H -0.65 -2.84 0.63  0.4994
H -4.37 -3.80 2.38  0.2907
H -5.16 -3.40 0.83  0.2332
H -4.53 -2.10 1.88  0.2428